16
Properties=species:S:1:pos:R:3 method="wB97M-V/def2-TZVPD" lumo_energy_ev=-0.756 charge=0 homo_ev=-7.89 homo_lumo_gap_ev=7.14 de_lowest_kcal_mol=105.2 e_tot_ha=-234.43490
H 2.1603 1.7793 -0.3061
H -2.1098 -2.3163 -1.0754
H -0.8499 2.4496 0.3840
H -2.8587 -0.7328 -0.5196
C -1.3336 1.5777 -0.1232
H 0.7433 0.9992 1.6066
C -0.7275 -0.7346 -0.5811
C -0.4168 0.4926 -0.0543
H -1.9891 -1.7854 0.6010
H 2.2164 0.1342 -0.9676
H 0.9695 -0.6558 1.1057
C -2.0210 -1.4285 -0.4463
C 2.1576 0.7192 -0.0401
C 0.8936 0.3741 0.7201
H 3.0415 0.4905 0.5626
H 0.1241 -1.3630 -0.8661